101
Properties=species:S:1:pos:R:3:forces:R:3:mulliken_spin:R:1 method="wB97M-V/def2-TZVPD" homo_lumo_gap_ev="6.9 / 5.2" s2=0.94 total_charge=+1 multiplicity=2 relative_energy_kcal_mol=0.0
V 0.241803 0.576620 0.575711 -1.622 0.542 -0.427 1.35
C -3.070497 3.089120 2.085911 0.350 -0.255 -0.151 0.00
Sb -1.297597 1.885220 2.375911 -0.964 0.543 1.227 0.01
C -0.256397 3.473520 3.449011 -0.158 -0.287 -0.254 0.00
C -2.134697 0.752520 4.063211 0.054 0.373 -0.587 0.01
C -1.155597 -0.013180 4.873811 0.197 -0.097 0.288 0.00
C -0.557397 0.627820 5.960011 0.017 0.002 -0.051 0.00
C 0.332303 -0.024580 6.791611 0.111 0.016 0.052 0.00
C 0.611503 -1.363980 6.575711 0.038 0.024 0.004 0.00
C 0.027203 -2.014180 5.506711 0.024 0.098 0.027 0.00
C -0.831597 -1.358580 4.625811 0.050 0.120 0.193 0.01
C -1.343297 -2.105580 3.450711 0.174 0.038 -0.529 -0.02
Sb -0.036397 -1.788380 1.724611 -0.116 -1.435 0.873 0.00
C -0.688497 -3.520380 0.641511 0.113 0.322 0.012 0.00
C 1.744803 -2.687180 2.553211 -0.257 0.258 -0.108 0.00
H -3.392597 3.427420 3.067211 -0.007 -0.005 0.062 0.00
H -3.875297 2.534220 1.611211 -0.004 -0.073 -0.040 0.00
H -2.809297 3.956520 1.481611 -0.031 0.019 -0.028 0.00
H -0.909597 4.337320 3.512811 -0.102 0.095 0.031 0.00
H 0.640503 3.754320 2.900311 0.056 -0.008 -0.027 0.00
H 0.029003 3.171820 4.451511 0.018 -0.078 0.122 0.00
H -2.879797 0.109620 3.599611 -0.077 0.103 -0.023 0.00
H -2.629097 1.509420 4.674711 -0.030 -0.078 -0.040 0.00
H -0.816297 1.659420 6.162011 -0.036 0.065 0.026 0.00
H 0.791703 0.501320 7.614011 -0.008 0.058 0.140 0.00
H 1.266003 -1.902680 7.242611 0.092 -0.048 0.076 0.00
H 0.225903 -3.064780 5.355311 0.033 -0.125 -0.047 0.00
H -2.337697 -1.796280 3.136311 0.035 -0.084 -0.059 0.00
H -1.327897 -3.182780 3.623111 -0.035 0.046 0.016 0.00
H -0.571997 -4.389180 1.287911 0.023 0.032 0.023 0.00
H -0.098897 -3.652580 -0.265589 -0.037 0.013 0.014 0.00
H -1.735197 -3.392880 0.380511 -0.040 0.001 -0.010 0.00
H 1.455103 -3.396780 3.319011 -0.029 -0.138 0.108 0.00
H 2.395703 -1.940880 2.999511 0.060 0.103 0.067 0.00
H 2.289503 -3.211680 1.774411 0.037 -0.034 -0.160 0.00
C 2.955303 0.972420 3.938711 0.110 -0.031 -0.081 -0.01
C 1.790503 0.976120 3.181811 -0.045 -0.009 0.560 0.02
N 1.759403 0.805920 1.860211 1.000 -0.097 0.664 -0.04
C 2.950303 0.559620 1.257811 0.830 -0.248 -0.208 -0.01
C 4.191803 0.586620 1.932711 -0.527 0.151 0.249 0.00
C 4.177803 0.809920 3.318311 -0.332 0.002 -0.429 -0.02
C 5.376503 0.326220 1.189011 0.245 -0.153 -0.502 0.01
C 5.329003 0.014520 -0.129989 0.272 0.129 0.473 0.00
C 4.086603 -0.096380 -0.815189 -0.744 -0.031 -0.180 0.03
C 3.956303 -0.473280 -2.159789 0.035 0.087 0.226 -0.09
C 2.688303 -0.658180 -2.675789 -0.043 -0.026 0.272 0.03
C 1.572103 -0.474980 -1.861589 0.054 -0.330 -0.952 -0.03
N 1.658203 -0.051980 -0.608089 0.373 -0.229 -0.091 -0.07
C 2.896303 0.144020 -0.094589 1.079 0.072 0.045 -0.07
H 2.882903 1.096320 5.007711 -0.063 0.018 0.074 0.00
H 0.847503 1.076720 3.702211 0.077 0.063 -0.046 -0.03
H 5.099703 0.823020 3.877711 0.120 0.004 0.066 0.00
H 6.319503 0.360220 1.710211 0.162 0.011 0.048 0.00
H 6.235303 -0.202280 -0.673389 0.130 0.025 -0.066 0.00
H 4.840903 -0.623480 -2.759489 0.053 -0.071 -0.091 -0.01
H 2.557703 -0.975380 -3.697989 -0.086 -0.055 -0.095 0.00
H 0.573703 -0.684380 -2.221689 -0.025 0.063 -0.038 -0.05
C -1.557697 3.377720 -2.077589 0.109 -0.045 0.079 0.00
C -1.190597 2.636620 -0.968989 -0.465 0.387 -0.239 -0.02
N 0.068203 2.275120 -0.704389 -0.113 0.438 -0.336 -0.01
C 1.004203 2.642920 -1.582489 0.247 0.378 -0.445 -0.01
C 0.727503 3.321720 -2.770489 -0.362 -0.019 0.304 0.00
C -0.590397 3.723920 -2.999889 0.115 -0.162 0.444 0.00
C 1.759103 3.597120 -3.772489 0.205 -0.096 -0.276 0.01
C 1.546003 3.466020 -5.083189 0.299 0.080 0.323 0.00
C 0.303303 2.944820 -5.686389 -0.321 -0.543 -0.086 0.00
C -0.126097 1.633420 -5.467889 -0.031 0.241 -0.166 0.00
C -1.272697 1.238220 -6.140689 0.231 -0.050 0.192 0.00
N -1.954397 2.064120 -6.917489 -0.458 -0.225 -0.158 0.00
C -1.480697 3.289220 -7.036089 -0.063 0.078 -0.194 0.00
N -0.380897 3.763620 -6.482589 0.462 0.389 0.176 0.00
H -2.585397 3.672520 -2.218489 -0.107 -0.013 0.052 0.00
H -1.955097 2.324520 -0.271289 0.099 -0.001 -0.011 0.00
H 2.030003 2.386120 -1.337689 -0.049 -0.092 -0.077 0.00
H -0.841997 4.312320 -3.867289 0.003 0.051 -0.116 0.00
H 2.722003 3.921320 -3.399589 0.113 0.044 -0.118 0.00
H 2.318703 3.732520 -5.793289 0.076 0.080 0.034 0.00
H 0.417903 0.961020 -4.820989 0.068 -0.039 0.028 0.00
H -1.663697 0.231620 -6.070189 0.040 -0.129 0.115 0.00
H -2.039997 3.968920 -7.661589 -0.076 0.107 -0.090 0.00
C -3.347597 -5.058080 -1.455789 -0.005 0.057 0.002 0.00
C -2.411997 -4.213680 -2.263289 -0.066 0.295 0.071 0.00
C -1.498597 -4.787480 -3.127789 0.027 0.127 -0.031 0.00
C -0.665597 -3.999380 -3.908489 -0.074 0.180 0.107 0.00
Cl 0.495903 -4.750280 -4.948489 0.080 -0.028 -0.122 0.00
C -0.761697 -2.621980 -3.853289 0.040 -0.263 -0.041 0.00
C -1.652397 -2.028780 -2.970689 -0.241 0.154 0.116 0.00
C -2.460697 -2.810780 -2.158589 0.181 -0.323 -0.265 0.00
O -3.347997 -2.337480 -1.233989 -0.030 -0.308 -0.061 0.00
C -3.488797 -0.955580 -1.001989 0.127 0.472 0.171 0.00
C -2.340197 -0.432080 -0.108989 -1.710 -0.612 0.462 0.00
O -2.512497 -0.418080 1.119411 -0.467 -0.045 -0.140 0.01
O -1.272497 -0.078280 -0.665789 1.271 0.191 -0.370 0.01
H -3.257797 -6.102180 -1.740089 -0.013 -0.082 0.006 0.00
H -4.374497 -4.732980 -1.613689 -0.074 -0.037 0.036 0.00
H -3.141397 -4.966880 -0.389989 -0.031 -0.014 0.075 0.00
H -1.439797 -5.861980 -3.198789 0.018 -0.133 -0.032 0.00
H -0.149197 -2.014280 -4.500589 0.116 0.076 -0.066 0.00
H -1.702297 -0.951180 -2.926189 -0.016 0.036 0.049 0.00
H -4.428297 -0.856680 -0.449289 0.251 0.055 -0.140 0.00
H -3.540397 -0.378380 -1.932989 -0.008 -0.127 0.025 0.00